(1)
ORCA calculation (ωB97M-V/def2-TZVPD) on a structure of composition C20H19Cl2N7O2RuS in a non-equilibrium geometry.

Properties
Molar mass, g/mol: 593.46
Max |F|, hartree/bohr: 0.0960
Total charge: +2
Lowest unoccupied orbital energy (spin up / spin down), eV: -9.0 / -9.0
Relative energy (zero: lowest compared OMol25 entry of this formula, charge and spin), kcal/mol: 11.74
Highest occupied orbital energy (spin up / spin down), eV: -14.76 / -14.71

XYZ file:
```
52
Properties=species:S:1:pos:R:3:forces:R:3:lowdin_charge:R:1
Ru 0.258875 -0.366668 0.549764 -4.05 -2.39 1.50 1.204
C -0.520036 0.165878 -4.809477 -0.01 0.01 0.02 -0.022
C -1.004196 -0.908540 -4.059181 -0.01 0.02 -0.18 -0.031
C -1.134550 -0.795558 -2.695743 0.16 -0.12 0.01 -0.020
C -0.816515 0.418609 -2.078437 -0.12 0.23 0.14 -0.273
C -0.313675 1.502447 -2.831596 -0.14 0.07 0.09 -0.013
C -0.159617 1.361441 -4.190520 -0.01 -0.02 -0.14 -0.052
N -0.978126 0.555285 -0.701267 1.46 0.56 -0.54 0.038
C -1.554878 1.705938 -0.242475 -0.27 -0.16 -0.08 -0.194
C -2.345191 2.584190 -1.025503 0.05 -0.23 -0.01 0.037
C -2.919380 3.675342 -0.425968 0.04 0.18 0.17 -0.014
C -2.750378 3.894481 0.948289 0.02 -0.02 -0.04 0.018
C -1.986274 3.030366 1.735116 -0.20 0.41 0.23 0.019
C -1.376248 1.968782 1.131817 0.60 -0.21 -0.04 -0.183
N -0.505139 1.099808 1.870752 -0.38 -0.37 -0.13 -0.056
N 0.747666 1.355742 1.715849 1.62 0.95 -0.25 0.021
C 1.610848 0.540833 2.558440 -0.68 -0.30 -0.20 -0.301
C 2.416244 0.991348 3.560708 0.27 0.23 0.31 0.030
C 3.201510 0.030533 4.196924 0.06 0.02 0.01 0.001
C 3.181648 -1.291472 3.767629 0.02 0.03 0.13 -0.008
C 2.353981 -1.652507 2.720317 -0.08 0.10 -0.13 -0.071
N 1.555924 -0.738274 2.160285 0.32 0.38 -0.35 -0.022
H -0.413108 0.067227 -5.883406 0.01 -0.02 0.07 0.129
H -1.279271 -1.834370 -4.547452 0.00 0.06 -0.02 0.125
H -1.523709 -1.612168 -2.108710 0.00 0.00 0.03 0.079
H 0.005340 2.407131 -2.326027 0.01 -0.10 -0.02 0.141
H 0.244874 2.180781 -4.771708 0.01 -0.08 0.02 0.130
H -2.505575 2.375255 -2.075839 -0.12 -0.05 0.13 0.133
H -3.511233 4.363221 -1.015653 -0.02 -0.04 0.07 0.131
H -3.215446 4.756959 1.411969 0.01 -0.07 -0.03 0.133
H -1.844616 3.210443 2.794683 -0.01 0.04 -0.09 0.135
H 2.443111 2.040030 3.833351 0.00 -0.12 -0.02 0.134
H 3.842717 0.323369 5.020789 -0.03 -0.03 -0.09 0.131
H 3.811769 -2.037911 4.233217 -0.04 0.05 -0.02 0.127
H 2.325423 -2.650845 2.305954 -0.02 0.02 -0.03 0.125
N -1.383140 -1.313016 1.900757 0.70 0.52 0.15 -0.011
N -2.074823 -2.436112 1.466750 -0.18 -0.11 -0.37 -0.029
C -1.507411 -3.160195 0.504739 0.16 -0.06 -0.10 -0.766
N -2.098883 -4.271559 0.100346 0.02 -0.16 -0.09 0.153
S -0.002405 -2.706667 -0.137577 0.80 0.05 -0.46 0.841
H -0.831185 -1.540557 2.728985 -0.08 0.06 0.11 0.121
H -2.059130 -0.611647 2.160635 -0.05 0.37 0.06 0.112
H -2.925134 -2.700761 1.934852 -0.11 -0.08 0.16 0.175
H -2.938312 -4.635978 0.521636 0.00 -0.04 0.07 0.137
H -1.631492 -4.846064 -0.584024 -0.05 0.01 -0.04 0.125
Cl 2.798589 -0.360405 -3.578796 0.05 -0.06 0.06 0.663
C 3.599498 -0.609846 -2.011506 0.17 0.43 -0.37 -0.989
Cl 4.553557 0.799163 -1.535091 -0.01 -0.03 0.00 0.653
C 2.574094 -0.920201 -0.956039 -0.44 0.00 0.58 -0.742
O 2.634080 -1.990529 -0.362941 -0.25 0.79 -0.25 -0.044
O 1.688791 0.039548 -0.774760 0.59 -0.52 0.11 -0.232
H 4.260512 -1.452322 -2.104876 0.21 -0.21 -0.09 0.072
```
Positions in Å, forces in eV/Å.

=====

(2)
ORCA calculation (ωB97M-V/def2-TZVPD) on a structure of composition C28H22Br2N4O6SeSn.

Properties
Molar mass, g/mol: 867.98
Max |F|, hartree/bohr: 0.0175
Total charge: 0
Lowest unoccupied orbital energy, eV: -0.7
Relative energy (zero: lowest compared OMol25 entry of this formula, charge and spin), kcal/mol: 0.00
Highest occupied orbital energy, eV: -8.20

XYZ file:
```
64
Properties=species:S:1:pos:R:3:forces:R:3:lowdin_charge:R:1
Sn -0.212027 -0.006136 -1.301856 -0.59 -0.57 -0.37 1.371
O 1.208333 -0.685893 0.398276 0.29 0.09 -0.23 -0.111
C 1.126357 0.110158 1.599618 -0.03 0.01 0.15 -0.287
C -0.110702 1.044334 1.431138 0.10 -0.06 0.15 -0.553
O -0.702811 1.465855 2.393655 0.09 0.03 -0.06 0.138
O -0.446731 1.346686 0.197149 0.09 -0.28 -0.16 -0.097
C 2.395280 0.948418 1.691584 0.04 0.05 -0.04 -0.141
C 3.538941 0.389510 2.255992 0.00 0.01 -0.01 -0.015
C 4.735166 1.090127 2.253099 0.00 -0.01 -0.01 -0.061
C 4.799113 2.356229 1.690726 -0.01 0.00 -0.01 -0.075
C 3.663360 2.918303 1.126911 0.00 -0.01 0.00 -0.062
C 2.467460 2.216119 1.119839 0.00 0.01 0.05 -0.006
C 0.924772 -0.805949 2.795911 -0.04 0.01 0.03 -0.161
C 0.940734 -0.263164 4.078283 -0.01 -0.01 0.02 -0.024
C 0.713635 -1.068886 5.181106 0.01 0.01 -0.02 -0.064
C 0.474419 -2.427117 5.016162 -0.01 -0.01 0.00 -0.083
C 0.473316 -2.972459 3.743292 0.01 -0.01 0.01 -0.069
C 0.694793 -2.165575 2.634493 0.14 0.00 0.02 -0.023
H 2.135121 -0.756451 0.106190 0.11 -0.06 0.13 0.046
H 3.490827 -0.595174 2.703387 0.00 0.00 0.00 0.128
H 5.617957 0.644337 2.692188 0.00 0.00 0.00 0.108
H 5.732381 2.904052 1.691598 0.00 0.00 0.00 0.105
H 3.705977 3.907560 0.690229 0.00 0.00 0.00 0.106
H 1.589772 2.666901 0.673330 0.00 0.00 0.00 0.117
H 1.126295 0.794293 4.211366 -0.02 0.00 -0.01 0.127
H 0.722319 -0.634573 6.172326 0.00 0.00 0.00 0.105
H 0.293889 -3.055761 5.878566 0.01 0.00 0.00 0.102
H 0.301470 -4.032646 3.606109 0.00 0.00 0.00 0.103
H 0.701023 -2.599497 1.644817 -0.01 0.02 0.02 0.107
C -2.454046 -3.703115 0.337749 0.03 0.04 0.07 0.015
C -1.470860 -2.719646 -0.209711 -0.01 0.20 -0.06 -0.265
N -1.278908 -1.555197 0.288625 -0.38 0.43 -0.37 -0.039
O -2.134891 -1.216223 1.322853 -0.08 -0.16 0.02 0.014
C -0.717403 -3.060187 -1.420378 0.02 0.07 0.09 -0.260
C -0.658630 -4.448868 -1.965847 0.00 -0.01 0.08 -0.016
N -0.152883 -2.088051 -2.081526 0.20 0.66 -0.23 -0.203
O 0.462592 -2.246201 -3.175185 -0.05 0.08 0.29 -0.114
H -3.240323 -3.192270 0.884422 0.00 0.02 0.01 0.084
H -1.950897 -4.386639 1.025941 0.00 -0.01 0.00 0.100
H -2.887612 -4.289967 -0.468809 0.02 -0.02 0.00 0.087
H -1.927687 -0.299603 1.558503 -0.02 -0.09 -0.02 0.087
H -0.503390 -5.174609 -1.167083 -0.03 -0.01 0.00 0.086
H 0.161512 -4.506389 -2.677179 0.01 -0.01 0.01 0.079
H -1.579254 -4.714511 -2.491145 0.00 0.01 -0.03 0.093
Br -5.295731 -0.233296 -2.036504 0.02 0.04 -0.02 0.800
C -4.141418 1.160448 -2.562311 0.04 -0.12 0.00 -0.593
C -4.681051 2.318167 -3.153752 0.03 0.05 0.00 -0.156
C -3.877360 3.352545 -3.536097 0.00 -0.03 -0.03 -0.623
Br -4.649598 4.881864 -4.343500 0.01 -0.03 0.03 0.781
C -2.475343 3.281668 -3.341015 -0.01 -0.02 0.03 -0.176
C -1.540803 4.282424 -3.677295 0.01 0.01 -0.01 -0.007
C -0.210686 4.088781 -3.422573 0.01 -0.04 -0.01 -0.020
C 0.211014 2.888626 -2.829953 -0.04 -0.02 -0.01 -0.089
N -0.640289 1.940148 -2.513379 0.09 -0.11 0.05 0.033
C -1.961511 2.110657 -2.752335 0.02 0.02 -0.03 -0.131
C -2.786292 1.014935 -2.360816 -0.12 0.22 0.05 -0.381
O -2.228873 -0.036104 -1.822605 0.35 -0.31 0.18 -0.167
H -5.750373 2.379388 -3.298280 0.00 -0.01 0.00 0.099
H -1.888555 5.196897 -4.138584 0.00 0.00 0.01 0.087
H 0.523498 4.839311 -3.677013 0.00 0.01 0.01 0.112
H 1.253376 2.695954 -2.618102 0.04 -0.04 0.00 0.107
Se 4.040729 -1.314586 -1.742828 0.08 0.03 0.09 0.691
C 2.648792 -0.321508 -2.068406 -0.14 0.04 -0.23 -0.919
N 1.682690 0.341560 -2.241379 -0.25 -0.11 0.36 -0.024
```
Positions in Å, forces in eV/Å.

=====

What is the formula in the second record? C28H22Br2N4O6SeSn

=====

Which of these has the lowest total charge? C28H22Br2N4O6SeSn

=====

total charge of number 2 (C28H22Br2N4O6SeSn)? 0

=====

What is the formula in the first record? C20H19Cl2N7O2RuS